Entry 1:
The following is a DFT calculation (ωB97M-V/def2-TZVPD) of C32H32BiN4OS4 as an isolated structure in a non-equilibrium geometry.

The geometry in XYZ format:
```
74
Properties=species:S:1:pos:R:3:lowdin_charge:R:1
Bi -0.163 -0.862 -0.726 1.243
C 3.160 -0.890 0.698 -0.091
N 2.859 -1.219 -0.694 -0.226
C 3.195 -2.620 -0.974 -0.172
C 2.710 -3.123 -2.334 -0.184
N 1.271 -3.315 -2.400 -0.193
C 0.818 -3.373 -3.788 -0.092
C 0.686 -4.286 -1.546 -0.288
C 1.427 -5.346 -1.024 -0.049
C 0.850 -6.292 -0.191 -0.110
C -0.491 -6.197 0.142 -0.112
C -1.243 -5.143 -0.352 -0.134
C -0.680 -4.170 -1.178 -0.628
S -1.706 -2.814 -1.665 0.445
C 3.441 -0.296 -1.630 -0.284
C 4.823 -0.116 -1.632 -0.042
C 5.463 0.645 -2.592 -0.103
C 4.699 1.260 -3.574 -0.106
C 3.324 1.134 -3.553 -0.141
C 2.656 0.362 -2.589 -0.581
S 0.897 0.297 -2.791 0.485
H 4.233 -0.944 0.934 0.077
H 2.635 -1.594 1.347 0.087
H 2.784 0.107 0.919 0.081
H 2.719 -3.219 -0.196 0.110
H 4.281 -2.784 -0.905 0.121
H 3.265 -4.041 -2.588 0.113
H 2.963 -2.396 -3.105 0.117
H 1.337 -4.171 -4.342 0.089
H 1.014 -2.417 -4.270 0.064
H -0.250 -3.555 -3.823 0.049
H 2.470 -5.458 -1.293 0.099
H 1.443 -7.117 0.184 0.092
H -0.946 -6.932 0.794 0.093
H -2.286 -5.036 -0.084 0.091
H 5.412 -0.601 -0.862 0.104
H 6.541 0.741 -2.580 0.093
H 5.179 1.837 -4.354 0.096
H 2.718 1.624 -4.305 0.088
C -0.725 -0.379 4.693 -0.046
C -1.000 0.096 3.292 -0.285
N -1.614 -0.737 2.530 0.084
N -1.832 -0.446 1.255 -0.231
C -2.732 0.141 0.589 -1.074
S -2.414 0.379 -1.110 0.447
S -4.334 0.688 1.212 0.871
C -3.967 2.351 1.867 -0.407
C -4.253 3.525 0.959 -0.266
C -4.225 4.801 1.520 -0.058
C -4.474 5.923 0.747 -0.100
C -4.760 5.785 -0.605 -0.111
C -4.786 4.521 -1.171 -0.085
C -4.533 3.397 -0.395 -0.063
C -0.665 1.486 2.936 -0.135
C -0.925 2.490 3.878 -0.080
C -0.820 3.832 3.571 -0.136
C -0.467 4.199 2.270 -0.116
C -0.154 3.240 1.337 -0.019
C -0.155 1.852 1.646 -0.398
O 0.361 1.013 0.819 -0.295
H -0.755 -1.466 4.736 0.072
H -1.478 0.013 5.381 0.072
H 0.252 -0.025 5.023 0.080
H -2.922 2.352 2.167 0.057
H -4.574 2.433 2.771 0.078
H -3.989 4.912 2.573 0.110
H -4.450 6.909 1.197 0.095
H -4.962 6.662 -1.208 0.093
H -5.006 4.407 -2.225 0.100
H -4.537 2.413 -0.844 0.056
H -1.274 2.202 4.864 0.100
H -1.043 4.584 4.319 0.085
H -0.441 5.248 1.997 0.095
H 0.145 3.518 0.333 0.112
```

energy above the lowest of the compared OMol25 structures with the same formula, charge and spin	0.0234	eV
orbital gap	0.264	Ha
charge	-1
HOMO level	-4.524	eV
LUMO level	2.6581	eV

***

Entry 2:
The following is a DFT calculation (ωB97M-V/def2-TZVPD) of one molecule with the formula C5H10IN in a non-equilibrium geometry.

The geometry in XYZ format:
```
17
Properties=species:S:1:pos:R:3:lowdin_charge:R:1
C 1.687 -0.762 1.124 -0.083
C 0.937 0.279 0.364 -0.271
C 0.595 0.334 -1.116 -0.105
C -0.485 0.070 -0.185 -0.616
C -1.444 1.289 -0.204 -0.038
N -1.011 -1.260 0.081 -0.428
I -2.048 -2.110 -1.474 0.747
H 1.115 -1.620 1.395 0.045
H 2.027 -0.276 2.096 0.097
H 2.496 -1.094 0.415 0.095
H 1.351 1.260 0.679 0.135
H 0.614 1.178 -1.735 0.096
H 1.049 -0.522 -1.629 0.113
H -2.317 1.079 0.517 0.101
H -1.807 1.341 -1.249 0.077
H -1.075 2.197 0.130 0.045
H -1.683 -1.384 0.790 -0.011
```

energy above the lowest of the compared OMol25 structures with the same formula, charge and spin	1.0718	eV
orbital gap	0.324	Ha
HOMO level	-8.712	eV
SMILES	C[C@H]1C[C@@]1(C)NI
LUMO level	0.1118	eV

***

Entry 3:
The following is a DFT calculation (ωB97M-V/def2-TZVPD) of a 2-piece molecular cluster, C4H8N2 overall in a non-equilibrium geometry.

The geometry in XYZ format:
```
14
Properties=species:S:1:pos:R:3:mulliken_spin:R:1
C -0.992 -0.637 -0.406 0.018
C -2.081 -0.230 -0.122 0.021
C 2.742 -1.091 0.212 0.994
C 2.281 1.297 -0.130 -0.055
N 2.453 0.094 0.053 0.812
N -3.371 0.214 0.178 0.000
H 3.052 -1.710 -0.629 0.015
H 2.702 -1.561 1.192 0.021
H 3.110 1.999 -0.039 0.120
H 1.308 1.707 -0.373 0.096
H -0.074 -1.056 -0.690 -0.042
H -3.526 1.175 -0.176 0.000
H -3.539 0.209 1.199 0.000
H -4.065 -0.411 -0.270 0.000
```

energy above the lowest of the compared OMol25 structures with the same formula, charge and spin	3.2807	eV
orbital gap (alpha / beta)	0.267 / 0.229	Ha
spin multiplicity	3
charge	+2
HOMO level (alpha / beta)	-15.826 / -19.697	eV
LUMO level (alpha / beta)	-8.5684 / -13.4630	eV

***

Entry 4:
The following is a DFT calculation (ωB97M-V/def2-TZVPD) of a 2-piece molecular cluster, C7H9NO2 overall in a non-equilibrium geometry.

The geometry in XYZ format:
```
19
Properties=species:S:1:pos:R:3:lowdin_charge:R:1
C -1.330 -0.348 -1.585 -0.266
C -0.161 -1.095 -1.594 -0.335
C 0.358 0.994 0.131 -0.075
C 1.012 -0.893 -0.889 -0.183
C 1.527 1.720 0.850 -0.033
C -0.219 -2.446 -2.039 -0.084
C -1.065 1.350 2.214 0.044
N -2.403 0.080 -1.717 0.151
O 1.987 -1.561 -0.566 0.089
O -0.773 1.010 0.714 -0.068
H 1.822 2.744 0.437 0.122
H 2.323 1.039 0.697 0.050
H 1.268 1.773 1.906 0.049
H -0.023 -3.066 -1.142 0.103
H 0.524 -2.696 -2.718 0.065
H -1.171 -2.812 -2.432 0.100
H -1.062 0.444 2.922 0.127
H -2.091 1.603 2.121 0.071
H -0.522 2.162 2.686 0.072
```

energy above the lowest of the compared OMol25 structures with the same formula, charge and spin	6.5420	eV
orbital gap (alpha / beta)	0.264 / 0.264	Ha
HOMO level (alpha / beta)	-8.009 / -8.010	eV
LUMO level (alpha / beta)	-0.8130 / -0.8125	eV

***

Entry 5:
The following is a DFT calculation (ωB97M-V/def2-TZVPD) of a 2-piece molecular cluster, C4H6N2O overall.

The geometry in XYZ format:
```
13
Properties=species:S:1:pos:R:3:lowdin_charge:R:1
C 0.957 -0.966 1.516 0.043
O -0.203 -0.525 1.285 0.056
C -0.553 -0.114 0.023 -0.389
C -1.834 0.148 -0.463 -0.106
N -1.690 0.543 -1.732 0.041
C -0.348 0.502 -1.940 -0.249
N 0.395 0.088 -0.920 0.050
H 1.219 -1.103 2.559 0.114
H 2.051 1.021 1.074 0.072
H 1.616 -1.182 0.681 0.099
H -2.795 0.044 0.025 0.105
H 0.101 0.807 -2.878 0.100
H 1.742 1.018 0.387 0.065
```

energy above the lowest of the compared OMol25 structures with the same formula, charge and spin	4.7423	eV
orbital gap (alpha / beta)	0.246 / 0.254	Ha
HOMO level (alpha / beta)	-8.210 / -8.278	eV
LUMO level (alpha / beta)	-1.5276 / -1.3675	eV

***

Entry 6:
The following is a DFT calculation (ωB97M-V/def2-TZVPD) of a 2-piece molecular cluster, C7H8FNOS overall in a non-equilibrium geometry.

The geometry in XYZ format:
```
19
Properties=species:S:1:pos:R:3:mulliken_spin:R:1
C -0.209 -2.867 -1.999 0.000
C 0.071 -3.117 -0.658 0.001
C -0.224 -1.599 -2.426 0.000
C 0.464 -2.057 0.226 0.001
C 0.080 -0.526 -1.602 0.008
C 0.290 -0.773 -0.241 0.006
C 1.955 2.396 -0.869 -0.031
N 0.491 2.635 -1.044 0.870
O -1.537 3.725 -0.196 0.488
F 0.600 0.214 0.602 -0.004
S -0.177 3.402 0.197 0.589
H -0.430 -3.620 -2.766 0.000
H 0.051 -4.049 -0.095 0.000
H -0.367 -1.442 -3.480 0.000
H 0.567 -2.134 1.253 0.000
H 0.341 0.509 -1.874 -0.007
H 2.388 3.011 -1.721 0.049
H 2.249 1.359 -0.980 0.025
H 2.414 2.626 0.099 0.005
```

energy above the lowest of the compared OMol25 structures with the same formula, charge and spin	0.0000	eV
orbital gap (alpha / beta)	0.319 / 0.243	Ha
spin multiplicity	3
HOMO level (alpha / beta)	-7.794 / -9.379	eV
LUMO level (alpha / beta)	0.8788 / -2.7721	eV

***

Entry 7:
The following is a DFT calculation (ωB97M-V/def2-TZVPD) of a 2-piece molecular cluster, C9H15BrCl3I2OPS overall.

The geometry in XYZ format:
```
33
Properties=species:S:1:pos:R:3:lowdin_charge:R:1
C -2.842 3.861 -2.487 -0.163
C -1.951 2.809 -3.161 -0.542
S -0.500 2.483 -2.131 0.786
C 0.022 0.865 -2.695 -0.709
P 0.983 -0.022 -1.254 0.669
C 0.362 -1.705 -1.741 -0.283
C -1.080 -2.088 -1.517 -0.830
O -1.451 -3.198 -1.643 0.054
Br -2.346 -0.774 -0.840 0.693
C 2.105 -0.801 0.145 -0.925
I 4.022 -1.271 -0.607 0.853
C 1.829 -1.050 1.416 -0.870
C 2.683 -1.589 2.514 -0.215
I -0.113 -0.652 2.141 0.947
H -3.068 4.667 -3.176 0.066
H -3.764 3.417 -2.135 0.067
H -2.329 4.310 -1.642 0.048
H -2.475 1.866 -3.275 0.056
H -1.644 3.151 -4.142 0.066
H 0.721 0.969 -3.523 0.031
H -0.831 0.308 -3.061 0.001
H 0.375 0.832 -0.308 -0.041
H 2.177 0.405 -1.862 -0.021
H 0.574 -1.842 -2.798 0.111
H 0.926 -2.454 -1.194 0.085
H 2.183 -2.420 3.005 0.043
H 3.639 -1.934 2.144 0.018
H 2.821 -0.823 3.274 0.078
Cl 0.524 0.088 6.350 0.514
C -0.261 -1.454 6.017 -1.584
Cl 0.931 -2.740 5.837 0.526
Cl -1.436 -1.852 7.271 0.529
H -0.788 -1.362 5.078 -0.059
```

energy above the lowest of the compared OMol25 structures with the same formula, charge and spin	0.0000	eV
orbital gap	0.309	Ha
HOMO level	-8.512	eV
SMILES	CCSC[PH2](CC(=O)Br)/C(I)=C(/C)I.ClC(Cl)Cl
LUMO level	-0.1106	eV

***

Entry 8:
The following is a DFT calculation (ωB97M-V/def2-TZVPD) of C22H52MgO14S6 as an isolated structure in a non-equilibrium geometry.

The geometry in XYZ format:
```
95
Properties=species:S:1:pos:R:3:lowdin_charge:R:1
Mg 3.155 0.833 0.351 0.919
O 1.394 -1.761 1.067 -0.305
C 0.460 -2.209 0.096 -0.341
C -0.477 -1.174 -0.729 -0.259
O 0.304 0.038 -1.136 -0.334
H -0.152 -2.994 0.542 0.094
H 0.961 -2.720 -0.725 0.081
H -1.284 -0.865 -0.064 0.082
H -0.924 -1.605 -1.625 0.087
C -2.115 6.558 -1.434 -0.024
C -3.295 6.740 -0.453 -0.225
C -3.648 5.441 0.372 -0.024
O -3.631 6.133 1.676 0.035
C -3.116 7.391 1.649 -0.669
O -2.882 8.117 2.635 0.094
O -2.752 7.668 0.542 0.147
H -1.233 6.063 -1.026 0.090
H -1.732 7.495 -1.839 0.083
H -2.587 5.991 -2.236 0.082
H -4.225 7.001 -0.960 0.151
H -2.861 4.701 0.515 0.133
H -4.607 5.060 0.020 0.128
C -3.456 2.286 -6.362 0.005
C -2.816 3.267 -7.444 -0.269
C -1.329 3.071 -7.777 -0.118
O -1.377 2.518 -9.058 0.065
C -2.568 2.644 -9.659 -0.531
O -2.880 2.433 -10.835 0.120
O -3.427 3.088 -8.741 0.084
H -3.129 1.329 -6.767 0.082
H -4.544 2.351 -6.383 0.077
H -3.140 2.411 -5.326 0.079
H -2.719 4.308 -7.136 0.136
H -0.774 2.369 -7.155 0.139
H -0.873 4.060 -7.741 0.129
C 3.913 5.768 4.476 -0.233
S 2.297 4.807 4.330 0.840
O 2.699 3.781 3.283 -0.625
C 2.253 4.002 5.962 -0.275
H 3.743 6.490 5.274 0.038
H 4.224 6.117 3.491 0.049
H 4.673 5.122 4.914 0.045
H 1.273 3.526 5.953 0.040
H 2.075 4.804 6.678 0.047
H 3.027 3.288 6.245 0.064
C -2.598 -3.643 6.750 -0.243
S -4.444 -3.391 6.995 0.857
O -4.774 -4.243 8.268 -0.603
C -4.421 -1.597 7.441 -0.281
H -2.555 -4.731 6.697 0.040
H -2.040 -3.350 7.639 0.049
H -2.211 -3.057 5.917 0.047
H -5.321 -1.181 7.893 0.049
H -4.199 -1.205 6.448 0.033
H -3.693 -1.149 8.117 0.051
C 9.849 0.977 1.359 -0.247
S 8.598 0.422 2.607 0.848
O 7.251 0.512 1.968 -0.607
C 8.848 -1.345 2.275 -0.277
H 10.208 1.915 1.783 0.035
H 9.651 0.936 0.288 0.067
H 10.568 0.180 1.545 0.022
H 8.180 -1.804 3.004 0.046
H 9.873 -1.590 2.555 0.040
H 8.713 -1.666 1.243 0.069
C -10.243 -1.538 -1.939 -0.249
S -8.575 -0.698 -1.779 0.834
O -8.602 0.830 -2.046 -0.585
C -8.451 -0.940 0.028 -0.282
H -10.947 -1.077 -2.632 0.049
H -10.731 -1.076 -1.081 0.030
H -10.188 -2.622 -2.042 0.053
H -7.615 -0.303 0.317 0.043
H -8.221 -1.986 0.230 0.052
H -9.253 -0.524 0.637 0.055
C 4.146 -2.976 -4.691 -0.261
S 5.602 -2.055 -4.020 0.827
O 5.287 -1.431 -2.667 -0.598
C 6.644 -3.572 -3.673 -0.252
H 3.356 -2.227 -4.643 0.043
H 3.844 -3.885 -4.172 0.056
H 4.344 -3.113 -5.754 0.044
H 6.222 -4.045 -2.786 0.050
H 7.631 -3.234 -3.357 0.035
H 6.797 -4.237 -4.523 0.050
C 3.097 -7.968 2.127 -0.248
S 2.641 -8.272 0.346 0.845
O 3.300 -9.605 -0.120 -0.606
C 0.964 -8.976 0.593 -0.271
H 2.707 -7.023 2.503 0.049
H 4.185 -7.896 2.147 0.044
H 2.719 -8.839 2.662 0.043
H 0.997 -9.707 1.401 0.045
H 0.662 -9.542 -0.288 0.053
H 0.298 -8.197 0.965 0.046
```

energy above the lowest of the compared OMol25 structures with the same formula, charge and spin	13.4551	eV
orbital gap	0.164	Ha
HOMO level	-7.132	eV
LUMO level	-2.6700	eV